Density functional theory data (ωB97M-V/def2-TZVPD) for a 2-piece molecular cluster, C7H15O2 overall at a distorted geometry.

```
24
C7H15O2 | the Open Molecules 2025 dataset | ωB97M-V/def2-TZVPD
O 3.3644 2.0339 0.4008
O 2.1309 2.1405 0.4312
C -0.3398 -1.0929 -0.2776
C -2.3339 0.4528 0.1723
C 1.8335 -0.8705 -1.5800
C 1.1412 -1.1989 -0.3333
C -0.8176 0.3274 0.1108
C -2.7638 1.8623 0.5568
C 1.8786 -1.5295 0.8873
H -0.7546 -1.8124 0.4489
H 1.5910 -2.5184 1.2908
H -2.7258 -0.2776 0.8902
H 2.9257 -0.9600 -1.4842
H 1.5239 -1.5297 -2.4128
H -0.7859 -1.3576 -1.2514
H -0.3719 0.6017 1.0817
H -3.8518 1.9470 0.5990
H 1.6212 0.1648 -1.9030
H -2.3945 2.5945 -0.1678
H -2.7565 0.1741 -0.8004
H -0.4032 1.0534 -0.6087
H 2.9659 -1.5495 0.7226
H -2.3636 2.1390 1.5369
H 1.6866 -0.7944 1.6899
```

## Properties
Frontier orbital gap (spin up / spin down): 7.80 / 10.26 eV
<S²>: 3.76
Total energy: -426.00611 a.u.
2S+1: 4
LUMO level (spin up / spin down): 1.06 / -0.85 eV
ΔE to the lowest compared entry with this formula, charge and spin: 0.00 kJ/mol
E_HOMO (spin up / spin down): -6.744 / -11.102 eV

Atom charges from the Mulliken analysis, given in e for atoms 1 to 5: -0.071 0.053 -0.649 -0.366 -1.360


Density functional theory data (ωB97M-V/def2-TZVPD) for a 2-piece molecular cluster, C7H16 overall at a distorted geometry.

```
23
C7H16 | the Open Molecules 2025 dataset | ωB97M-V/def2-TZVPD
C 2.0332 0.2486 -0.6466
C 2.3706 -1.0464 -1.3035
C -1.2844 0.4462 0.0964
C 2.1475 0.4968 0.6704
C -0.8619 -1.0972 -0.2114
C -2.7828 0.5808 -0.1291
C -0.8605 0.8287 1.4816
H -3.0557 0.2439 -1.1281
H -1.0407 1.8740 1.7071
H 0.3352 0.7822 1.4632
H 1.5563 -1.3847 -1.9404
H 0.0972 -1.3982 0.1929
H -3.0899 1.6177 -0.0310
H 2.5993 -1.8162 -0.5685
H 3.2373 -0.9194 -1.9555
H -3.3328 -0.0113 0.5969
H 1.7387 1.0465 -1.3171
H 2.2460 1.5111 1.0281
H -1.3309 0.2012 2.2346
H 2.5662 -0.2608 1.3184
H -1.5907 -1.6863 0.3413
H -0.9465 -1.3264 -1.2720
H -0.7508 1.0691 -0.6276
```

## Properties
Frontier orbital gap: 10.39 eV
Total energy: -276.25235 a.u.
LUMO level: 1.17 eV
ΔE to the lowest compared entry with this formula, charge and spin: 162.89 kJ/mol
E_HOMO: -9.217 eV

Atom charges from the Mulliken analysis, given in e for atoms 1 to 5: 0.258 -1.174 0.899 -1.044 -1.378


Density functional theory data (ωB97M-V/def2-TZVPD) for C7H16AsBClF3O6PS as an isolated structure at a distorted geometry.

```
37
C7H16AsBClF3O6PS | the Open Molecules 2025 dataset | ωB97M-V/def2-TZVPD
As -0.7961 -0.4172 0.2393
Cl -1.3374 -2.1367 3.3946
S 4.6503 0.3432 0.0835
P 0.0442 -2.0921 1.8022
F -2.7068 1.9016 2.7743
F -1.0202 2.8954 1.7168
F -4.0051 3.3980 0.4189
O 5.4691 -0.0860 1.1745
O 5.1260 -0.0818 -1.1974
O 4.6037 1.9408 0.1349
O -3.2251 -2.1010 -0.4913
O -1.3833 -2.6678 -1.8374
O -0.0306 -3.6034 1.0639
C -2.9073 1.5552 -0.7052
C 0.8583 -0.7678 -0.9287
C 1.9861 0.2361 -0.6770
C -3.0064 2.4420 0.4820
C 3.0067 -0.2605 0.3535
C -2.2522 2.4196 1.6416
C -1.4958 1.0418 -1.0235
B -1.9031 -1.8788 -0.7970
H -0.8044 1.8849 -1.1179
H 0.5454 -0.6271 -1.9644
H 0.8676 -3.7922 0.7841
H 3.7097 2.2741 -0.0257
H 3.0384 -1.3450 0.3473
H 1.2178 -1.7926 -0.8352
H -1.2961 -2.1015 -2.6100
H -3.3684 -2.0630 0.4610
H 2.6965 0.0521 1.3514
H -3.2191 2.1716 -1.5605
H -1.5548 0.5731 -2.0114
H -2.0562 -0.2497 1.1961
H -3.6355 0.7389 -0.6499
H 0.0645 0.6398 1.0844
H 1.5915 1.2305 -0.4461
H 2.5280 0.3254 -1.6256
```

## Properties
Frontier orbital gap: 5.82 eV
Total energy: -4487.61541 a.u.
LUMO level: 2.32 eV
ΔE to the lowest compared entry with this formula, charge and spin: 116.40 kJ/mol
E_HOMO: -3.506 eV
Charge: -1

Atom charges from the Mulliken analysis, given in e for atoms 1 to 5: -0.160 -0.358 1.295 0.137 -0.234


Density functional theory data (ωB97M-V/def2-TZVPD) for C7H16BaFO4 as an isolated structure at a distorted geometry.

```
29
C7H16BaFO4 | the Open Molecules 2025 dataset | ωB97M-V/def2-TZVPD
Ba -0.6347 0.3142 1.1827
F 1.4520 1.1453 -3.4088
O -0.7517 -1.7371 1.4241
O -0.9005 0.5062 -1.1108
O 0.4855 1.9071 0.2116
O 1.3350 -0.5303 0.4071
C -1.7456 -2.3111 2.2720
C 0.7882 1.2920 -1.0381
C -1.8982 1.0232 -1.9675
C 1.8555 0.2796 -0.6465
C 1.2542 -1.9388 0.1756
C 0.1677 3.3016 0.2330
C 0.4534 -2.5022 1.3226
H 2.2583 -2.3812 0.1600
H 0.9978 -2.4175 2.2746
H -2.5129 1.8760 -1.6437
H -0.7972 3.4752 -0.2580
H 0.1159 3.5946 1.2855
H 2.1589 -0.3480 -1.4910
H 0.9443 3.8497 -0.3127
H 2.7248 0.8057 -0.2355
H -1.3668 1.4823 -2.8139
H -1.3341 -2.4536 3.2804
H 1.2011 2.1517 -1.6160
H 0.2077 -3.5531 1.1205
H 0.7617 -2.1223 -0.7897
H -2.0802 -3.2657 1.8466
H -2.5554 0.1659 -2.1684
H -2.5848 -1.6095 2.3044
```

## Properties
Frontier orbital gap: 6.89 eV
Total energy: -702.14858 a.u.
LUMO level: -3.74 eV
E_HOMO: -10.637 eV
Charge: +1

Atom charges from the Mulliken analysis, given in e for atoms 1 to 5: 1.858 -0.795 -0.422 -0.371 -0.322


Density functional theory data (ωB97M-V/def2-TZVPD) for C7H16Br as an isolated structure at a distorted geometry.

```
24
C7H16Br | the Open Molecules 2025 dataset | ωB97M-V/def2-TZVPD
Br 1.0638 0.2985 -0.4649
C -0.3839 3.1317 -0.8566
C -1.4154 2.0654 -0.3729
C -1.0883 1.7003 1.0973
C -1.5090 0.9570 -1.4417
C -0.2386 4.3778 0.0841
C -0.6525 3.7081 -2.2905
C -2.8896 2.5004 -0.2516
H 0.4781 5.0712 -0.3866
H -0.5812 2.9295 -3.0771
H -1.9341 1.3396 -2.3872
H -3.4696 1.6128 0.0929
H -2.0887 0.0928 -1.1098
H -1.6747 0.8531 1.4641
H -2.9649 3.3526 0.4507
H -1.2029 4.8833 0.2259
H -1.2471 2.5686 1.7676
H -0.4987 0.5902 -1.7264
H 0.1147 4.4765 -2.4897
H -0.0110 1.4439 1.2151
H -1.6537 4.1558 -2.3522
H 0.5785 2.5410 -0.8588
H -3.2484 2.8821 -1.2279
H 0.1475 4.1082 1.0877
```

## Properties
Frontier orbital gap (spin up / spin down): 10.92 / 7.06 eV
<S²>: 0.75
Total energy: -2850.24639 a.u.
2S+1: 2
LUMO level (spin up / spin down): 0.81 / -2.88 eV
ΔE to the lowest compared entry with this formula, charge and spin: 67.71 kJ/mol
E_HOMO (spin up / spin down): -10.111 / -9.946 eV

Atom charges from the Mulliken analysis, given in e for atoms 1 to 5: -0.147 1.357 0.941 -1.650 -1.557


Density functional theory data (ωB97M-V/def2-TZVPD) for C7H16ClILaN2O3P as an isolated structure at a distorted geometry.

```
32
C7H16ClILaN2O3P | the Open Molecules 2025 dataset | ωB97M-V/def2-TZVPD
La 1.1939 0.3490 0.4251
I 3.8916 0.7117 -1.0958
Cl 1.7339 -2.1261 0.6113
P -1.4211 -0.9102 -0.5843
O 1.5561 2.6666 -2.2963
O -2.2241 2.1548 1.5755
O 0.9195 0.2626 2.6358
N 1.5173 0.0596 4.8155
N -0.6969 -0.1154 4.2274
C -1.0027 -0.7789 -2.3696
C -1.4877 -2.7412 -0.4599
C 0.5864 0.0651 3.8690
C 2.6365 2.2611 -2.6505
C -1.4118 1.6085 0.9682
C -3.2417 -0.6280 -0.6906
C 3.4001 2.5604 -3.9128
H 4.4850 2.5365 -3.6836
H -0.4666 -3.1199 -0.2975
H -3.4327 0.4151 -0.9894
H -1.9091 -3.2051 -1.3720
H -1.4126 0.2156 3.5935
H -0.9178 -0.3058 5.2005
H -1.6152 -1.5592 -2.8661
H 3.2915 1.7002 -4.6046
H 0.0744 -0.9613 -2.5561
H -3.6532 -0.7854 0.3215
H 2.4287 0.4216 4.5784
H -3.7854 -1.3000 -1.3900
H 3.1104 3.5313 -4.4078
H 1.2232 -0.1949 5.7476
H -2.1067 -3.0122 0.4110
H -1.2634 0.2239 -2.7535
```

## Properties
Frontier orbital gap: 8.25 eV
Total energy: -1741.97603 a.u.
LUMO level: -7.43 eV
ΔE to the lowest compared entry with this formula, charge and spin: 0.68 kJ/mol
E_HOMO: -15.684 eV
Charge: +2

Atom charges from the Mulliken analysis, given in e for atoms 1 to 5: 1.633 -0.089 -0.462 0.570 -0.379